Entry from the OMol25 dataset: a cluster of 2 separate species, C17H32BCl2F5N3O5S in total (the ωB97M-V functional and the def2-TZVPD basis).

Cartesian coordinates (Å):
C (-0.498, 3.486, 1.745)
N (-0.982, 2.147, 1.388)
C (-0.239, 1.563, 0.277)
C (-0.853, 0.251, -0.268)
C (-2.308, 0.535, -0.727)
C (-2.639, 1.914, -1.311)
C (-1.874, 2.414, -2.535)
O (-1.593, 3.812, -2.337)
C (-0.746, 4.388, -3.238)
C (0.652, 3.811, -3.294)
O (-1.087, 5.323, -3.886)
C (-0.841, -0.921, 0.770)
C (-1.943, -0.889, 1.852)
N (-3.088, -1.722, 1.463)
C (0.513, -1.094, 1.467)
F (0.627, -0.084, 2.413)
C (0.721, -2.448, 2.121)
C (1.511, -2.429, 3.436)
N (2.877, -1.953, 3.366)
O (1.611, -0.768, 0.576)
S (1.491, -1.156, -0.947)
O (1.182, -2.544, -1.040)
O (2.653, -0.602, -1.560)
C (0.081, -0.156, -1.477)
C (-0.588, -0.724, -2.746)
Cl (-1.482, -2.251, -2.481)
C (0.238, -0.798, -4.045)
C (1.144, 0.415, -4.277)
Cl (1.188, -2.295, -4.251)
H (-1.332, 4.185, 1.837)
H (0.182, 3.869, 0.979)
H (0.055, 3.483, 2.688)
H (-0.823, 1.543, 2.185)
H (0.817, 1.411, 0.532)
H (-0.255, 2.291, -0.539)
H (-2.956, 0.445, 0.141)
H (-2.659, -0.253, -1.392)
H (-3.703, 1.891, -1.563)
H (-2.528, 2.671, -0.535)
H (-0.932, 1.881, -2.699)
H (-2.471, 2.328, -3.448)
H (1.353, 4.637, -3.172)
H (0.839, 3.067, -2.522)
H (0.830, 3.378, -4.280)
H (-1.019, -1.843, 0.211)
H (-1.512, -1.212, 2.803)
H (-2.299, 0.128, 2.008)
H (-3.016, -2.648, 1.867)
H (-3.950, -1.320, 1.809)
H (1.241, -3.080, 1.399)
H (-0.261, -2.894, 2.303)
H (1.548, -3.455, 3.806)
H (0.975, -1.847, 4.189)
H (3.364, -2.303, 2.551)
H (2.957, -0.945, 3.363)
H (0.583, 0.760, -1.796)
H (-1.387, -0.026, -3.002)
H (-0.500, -0.840, -4.845)
H (2.154, 0.218, -3.927)
H (0.765, 1.303, -3.766)
H (1.183, 0.644, -5.342)
B (3.414, -4.933, 5.545)
F (2.751, -3.834, 6.126)
F (2.944, -5.114, 4.215)
F (4.801, -4.718, 5.528)
F (3.119, -6.096, 6.291)

## Properties
Frontier orbital gap ... 7.90 eV
Net charge ... -1

The net atomic charges from Mulliken, expressed in e, are: C -1.020; N -0.112; C -3.197; C 2.731; C -1.440; C -1.380; C 0.047; O -0.346; C 0.558; C -0.871; O -0.577; C -0.529; C -1.854; N -0.520; C 0.951; F -0.490; C -0.820; C -0.906; N -0.510; O -0.558; S 1.686; O -0.587; O -0.798; C -0.319; C 0.323; Cl -0.100; C 0.034; C -0.948; Cl -0.157; H 0.286; H 0.322; H 0.384; H 0.400; H 0.608; H 1.232; H 0.451; H 0.547; H 0.505; H 0.524; H -0.482; H 0.535; H 0.391; H 0.268; H 0.222; H 0.648; H 0.515; H 0.751; H 0.251; H 0.240; H 0.359; H 0.422; H 0.428; H 0.292; H 0.243; H 0.262; H -0.220; H 0.178; H 0.608; H 0.360; H -0.308; H 0.493; B 0.650; F -0.425; F -0.430; F -0.397; F -0.405

***

Entry from the OMol25 dataset: a structure of composition C33H24IrN4O4P2Se2 (the ωB97M-V functional and the def2-TZVPD basis).

Cartesian coordinates (Å):
Ir (-0.707, -2.098, -3.064)
O (-1.072, -0.634, -4.383)
C (-0.217, 0.032, -5.017)
C (1.144, -0.282, -5.196)
C (1.942, 0.603, -5.948)
C (3.249, 0.287, -6.162)
C (3.816, -0.891, -5.654)
C (3.054, -1.762, -4.921)
C (1.702, -1.473, -4.667)
O (1.020, -2.342, -3.962)
N (4.089, 1.209, -6.944)
O (3.564, 2.218, -7.363)
O (5.242, 0.884, -7.125)
H (-0.608, 0.927, -5.506)
H (1.534, 1.519, -6.352)
H (4.862, -1.087, -5.842)
H (3.473, -2.668, -4.507)
Se (1.896, -1.148, 2.759)
P (1.159, 0.567, 1.798)
C (-0.202, 1.400, 2.667)
C (-0.477, 1.061, 3.987)
C (-1.478, 1.727, 4.682)
C (-2.198, 2.739, 4.065)
C (-1.928, 3.081, 2.745)
C (-0.938, 2.411, 2.046)
C (2.395, 1.851, 1.470)
C (3.644, 1.706, 2.061)
C (4.603, 2.700, 1.912)
C (4.319, 3.834, 1.172)
C (3.073, 3.978, 0.570)
C (2.115, 2.993, 0.717)
C (0.492, 0.129, 0.157)
C (-0.397, -0.833, -0.312)
N (-0.202, -0.836, -1.662)
N (0.706, 0.059, -2.002)
N (1.129, 0.645, -0.923)
P (-1.678, -1.951, 0.259)
Se (-1.955, -3.315, -1.471)
C (-1.253, -2.899, 1.715)
C (-1.444, -2.355, 2.984)
C (-1.153, -3.110, 4.105)
C (-0.660, -4.399, 3.969)
C (-0.460, -4.940, 2.707)
C (-0.760, -4.197, 1.579)
C (-3.228, -1.065, 0.497)
C (-4.372, -1.440, -0.208)
C (-5.572, -0.787, 0.018)
C (-5.639, 0.243, 0.943)
C (-4.501, 0.626, 1.639)
C (-3.297, -0.020, 1.419)
H (0.108, 0.283, 4.464)
H (-1.683, 1.465, 5.712)
H (-2.969, 3.266, 4.613)
H (-2.490, 3.869, 2.261)
H (-0.752, 2.671, 1.012)
H (3.862, 0.817, 2.638)
H (5.572, 2.579, 2.377)
H (5.067, 4.606, 1.053)
H (2.854, 4.857, -0.021)
H (1.165, 3.109, 0.216)
H (-1.816, -1.349, 3.115)
H (-1.297, -2.680, 5.088)
H (-0.431, -4.984, 4.849)
H (-0.077, -5.945, 2.598)
H (-0.600, -4.632, 0.601)
H (-4.341, -2.243, -0.931)
H (-6.455, -1.087, -0.531)
H (-6.578, 0.750, 1.121)
H (-4.544, 1.434, 2.356)
H (-2.421, 0.316, 1.956)

## Properties
Frontier orbital gap ... 6.10 eV
Net charge ... +1
Energy relative to the best compared isomer or geometry (same formula, charge and spin) ... 15.00 kcal per mole

The net atomic charges from Mulliken, expressed in e, are: Ir 1.228; O -0.672; C 0.045; C 0.495; C -0.514; C -0.281; C -0.412; C -0.643; C 0.818; O -0.893; N 1.027; O -0.604; O -0.604; H 0.490; H 0.505; H 0.497; H 0.456; Se -0.335; P 0.627; C 0.719; C -0.323; C -0.643; C -0.559; C -0.865; C -0.118; C 0.701; C -0.668; C -0.625; C -0.482; C -0.902; C -0.051; C -0.105; C 0.533; N 0.371; N -1.011; N -0.247; P 0.697; Se -0.390; C 1.201; C -0.251; C -0.755; C -0.534; C -0.840; C -0.468; C 0.703; C -0.475; C -0.793; C -0.641; C -1.061; C 1.039; H 0.380; H 0.465; H 0.447; H 0.439; H 0.197; H 0.298; H 0.418; H 0.401; H 0.410; H 0.233; H 0.240; H 0.433; H 0.415; H 0.406; H 0.296; H 0.223; H 0.413; H 0.414; H 0.489; H -0.405

***

Entry from the OMol25 dataset: a cluster of 2 separate species, C11H14N2Si in total (the ωB97M-V functional and the def2-TZVPD basis).

Cartesian coordinates (Å):
C (-0.407, -3.645, -1.017)
C (-0.510, -3.739, 0.392)
C (0.478, 1.263, 3.302)
C (-0.552, 2.217, 3.097)
C (-0.529, -2.328, -1.334)
C (-0.687, -2.477, 0.865)
C (0.434, 0.399, 2.254)
C (-1.172, 1.882, 1.935)
C (1.049, 2.851, -1.721)
C (0.848, 1.608, -2.059)
C (1.395, 0.747, -3.120)
N (-0.701, -1.596, -0.190)
N (-0.587, 0.759, 1.409)
Si (-0.975, 0.121, -0.158)
H (-0.262, -4.456, -1.702)
H (-0.458, -4.636, 0.978)
H (1.159, 1.237, 4.130)
H (-0.791, 3.040, 3.740)
H (-0.518, -1.837, -2.286)
H (-0.816, -2.128, 1.870)
H (1.049, -0.450, 2.031)
H (-1.990, 2.352, 1.427)
H (0.574, 3.313, -0.873)
H (1.714, 3.499, -2.292)
H (2.213, 1.254, -3.642)
H (0.623, 0.495, -3.847)
H (1.778, -0.182, -2.699)
H (-2.360, 0.437, -0.488)

## Properties
Frontier orbital gap (alpha / beta) ... 7.63 / 7.60 eV
Energy relative to the best compared isomer or geometry (same formula, charge and spin) ... 33.07 kcal per mole

The net atomic charges from Mulliken, expressed in e, are: C -0.612; C -0.701; C -0.614; C -0.550; C -0.435; C -0.281; C -0.423; C -0.521; C -0.696; C 0.283; C -1.091; N 0.376; N 0.487; Si -0.267; H 0.422; H 0.430; H 0.434; H 0.429; H 0.453; H 0.539; H 0.561; H 0.404; H 0.244; H 0.281; H 0.378; H 0.266; H 0.262; H -0.058

***

Total energy values (in eV) by entry order: -83008.1152 -200860.8008 -22489.0398.